1.
{"formula": "C9H14O", "method": "ωB97M-V with the def2-TZVPD basis set", "elements": ["C", "C", "C", "C", "C", "O", "C", "C", "H", "H", "H", "H", "H", "H", "H", "H", "C", "C", "H", "H", "H", "H", "H", "H"], "xyz": [[0.22, 0.94, -3.15], [-0.20, 1.07, -1.69], [-1.30, 0.30, -1.33], [-1.56, -0.06, 0.00], [-0.84, 0.70, 0.92], [-0.94, 0.60, 2.29], [0.17, 1.64, 0.65], [0.37, 1.86, -0.71], [1.24, 1.19, -3.31], [-0.54, 1.51, -3.72], [0.16, -0.11, -3.53], [-1.95, -0.14, -2.07], [-2.25, -0.87, 0.19], [-1.48, -0.18, 2.54], [0.59, 2.29, 1.40], [1.10, 2.57, -1.12], [1.70, -2.56, 2.00], [1.56, -3.05, 0.57], [2.20, -3.35, 2.60], [2.25, -1.62, 2.07], [0.81, -2.06, 2.39], [1.11, -4.04, 0.44], [2.58, -3.14, 0.06], [0.81, -2.39, 0.09]], "mulliken_charge": [-1.41, 0.46, -0.39, -0.78, 0.89, -0.56, -0.61, -0.46, 0.41, 0.31, 0.33, 0.34, 0.35, 0.32, 0.45, 0.34, -0.78, -0.58, 0.29, 0.27, 0.20, 0.28, 0.24, 0.08], "charge": 0, "gap_ev": 9.03, "fmax_ha_per_bohr": 0.0609, "spin_multiplicity": 1, "de_lowest_kj_mol": 138.5, "lumo_energy_ev": 0.851, "homo_energy_ev": -8.179}

2.
{"formula": "C9H14O", "method": "ωB97M-V with the def2-TZVPD basis set", "elements": ["C", "C", "C", "C", "C", "C", "C", "O", "H", "H", "H", "H", "H", "H", "H", "H", "C", "C", "H", "H", "H", "H", "H", "H"], "xyz": [[2.22, -0.46, 1.24], [-1.27, 1.76, 0.66], [-1.07, 1.03, 1.85], [-0.42, 1.61, -0.44], [0.07, 0.29, 2.10], [0.72, 0.87, -0.25], [0.93, 0.24, 0.98], [-1.99, 2.90, 0.77], [-1.73, 1.17, 2.70], [-2.63, 2.72, 1.49], [-0.39, 2.28, -1.27], [0.25, 0.02, 3.12], [1.48, 0.72, -1.03], [3.12, 0.21, 1.25], [2.39, -1.27, 0.55], [2.32, -0.84, 2.31], [-0.51, -1.20, -2.60], [-0.57, -2.11, -1.38], [-0.29, -1.84, -3.48], [-1.43, -0.66, -2.88], [0.31, -0.48, -2.58], [0.33, -2.74, -1.41], [-0.39, -1.49, -0.50], [-1.44, -2.73, -1.21]], "mulliken_charge": [-1.43, 0.68, -0.40, -0.41, -0.90, -0.35, 1.03, -0.37, 0.28, 0.35, 0.48, 0.41, 0.53, 0.35, 0.35, 0.36, -0.83, -0.43, 0.33, 0.27, 0.20, 0.23, -0.10, 0.35], "charge": 1, "s2": 0.766, "gap_ev": [10.12, 6.98], "fmax_ha_per_bohr": 0.0821, "spin_multiplicity": 2, "de_lowest_kj_mol": 108.1, "lumo_energy_ev": [-3.998, -7.630], "homo_energy_ev": [-14.113, -14.614]}

3.
{"formula": "C9H14O", "method": "ωB97M-V with the def2-TZVPD basis set", "elements": ["C", "C", "C", "C", "C", "C", "C", "O", "H", "H", "H", "H", "H", "H", "H", "H", "C", "C", "H", "H", "H", "H", "H", "H"], "xyz": [[-3.03, -0.86, -0.90], [-1.19, -1.21, 0.77], [-1.57, -0.90, -0.57], [0.14, -1.36, 1.10], [-0.59, -0.88, -1.58], [1.10, -1.47, 0.02], [0.74, -1.11, -1.27], [2.32, -1.68, 0.44], [-1.87, -0.98, 1.56], [0.59, -1.52, 2.07], [-3.62, -1.55, -0.27], [-3.28, -1.24, -1.88], [-0.77, -0.59, -2.61], [1.39, -1.45, -2.08], [2.96, -1.30, -0.19], [-3.37, 0.09, -0.50], [1.50, 1.88, 0.13], [0.96, 2.58, 1.36], [1.51, 2.56, -0.71], [2.57, 1.55, 0.18], [0.97, 1.00, -0.17], [0.99, 2.00, 2.26], [-0.06, 2.98, 1.16], [1.61, 3.47, 1.66]], "mulliken_charge": [-1.38, -0.46, 0.78, -0.42, -0.40, 0.55, -0.61, -0.42, 0.43, 0.43, 0.40, 0.41, 0.44, 0.36, 0.42, 0.37, -0.42, -1.00, 0.38, 0.27, -0.04, 0.32, 0.28, 0.30], "charge": 1, "s2": 0.768, "gap_ev": [10.18, 7.04], "fmax_ha_per_bohr": 0.0517, "spin_multiplicity": 2, "de_lowest_kj_mol": 95.5, "lumo_energy_ev": [-3.879, -7.583], "homo_energy_ev": [-14.056, -14.619]}

4.
{"formula": "C9H14O2", "method": "ωB97M-V with the def2-TZVPD basis set", "elements": ["C", "C", "C", "C", "O", "C", "C", "H", "H", "H", "H", "H", "H", "H", "H", "C", "C", "C", "O", "H", "H", "H", "H", "H", "H"], "xyz": [[0.98, -1.30, -1.46], [1.32, -0.72, -0.45], [1.60, 0.12, 0.60], [0.76, 0.59, 1.56], [-0.58, 0.56, 1.46], [1.22, 1.41, 2.74], [1.61, 0.43, 3.90], [0.60, -1.79, -2.36], [2.57, 0.33, 0.80], [-0.88, -0.04, 0.73], [1.99, 2.09, 2.67], [0.30, 1.82, 3.16], [2.51, 0.09, 3.64], [1.65, 1.08, 4.84], [0.84, -0.36, 4.12], [-1.68, -1.14, -3.37], [-1.22, -0.52, -2.00], [-0.57, 0.83, -2.26], [-1.56, -0.75, -0.87], [-2.31, -0.42, -3.74], [-0.84, -1.16, -4.05], [-2.11, -2.14, -3.08], [0.12, 0.98, -1.41], [-1.27, 1.56, -2.14], [-0.15, 0.68, -3.30]], "mulliken_charge": [0.08, 0.00, -1.30, 0.85, -0.53, -0.79, -1.08, 0.37, 0.45, 0.48, 0.45, 0.29, 0.37, 0.31, 0.30, -1.49, 0.56, -0.73, -0.68, 0.52, 0.42, 0.31, 0.16, 0.39, 0.31], "charge": 0, "gap_ev": 8.85, "fmax_ha_per_bohr": 0.1023, "spin_multiplicity": 1, "de_lowest_kj_mol": 484.6, "lumo_energy_ev": 0.789, "homo_energy_ev": -8.057}

5.
{"formula": "C9H14O3", "method": "ωB97M-V with the def2-TZVPD basis set", "elements": ["O", "C", "C", "C", "C", "O", "C", "C", "C", "C", "C", "O", "H", "H", "H", "H", "H", "H", "H", "H", "H", "H", "H", "H", "H", "H"], "xyz": [[0.18, -0.97, 3.52], [1.11, -0.81, 2.42], [0.57, -0.71, 0.99], [0.84, -1.54, -0.07], [-0.19, -1.41, -1.18], [0.59, -1.24, -2.38], [0.01, -0.23, -3.13], [-0.35, 0.79, -2.04], [-0.86, -0.09, -0.92], [-0.66, 0.19, 0.57], [-0.35, 1.64, 0.93], [-0.37, 1.90, 2.31], [-0.61, -0.37, 3.48], [1.87, -0.06, 2.57], [1.77, -1.67, 2.44], [1.72, -2.16, -0.12], [-0.93, -2.35, -1.34], [0.77, 0.04, -3.77], [-0.90, -0.47, -3.66], [-1.00, 1.60, -2.27], [0.58, 1.30, -1.75], [-1.94, -0.23, -1.06], [-1.62, -0.05, 1.01], [0.60, 1.91, 0.45], [-1.09, 2.33, 0.48], [0.24, 2.65, 2.52]], "mulliken_charge": [-0.54, -0.95, 0.54, -1.34, 0.57, -0.46, -0.62, -0.83, -0.45, 0.43, -0.93, -0.52, 0.36, 0.29, 0.42, 0.42, 0.23, 0.47, 0.26, 0.51, 0.23, 0.34, 0.45, 0.48, 0.29, 0.34], "charge": 0, "gap_ev": 9.78, "fmax_ha_per_bohr": 0.0547, "spin_multiplicity": 1, "de_lowest_kj_mol": 120.1, "lumo_energy_ev": 0.688, "homo_energy_ev": -9.092}

6.
{"formula": "C9H14O4Zn", "method": "ωB97M-V with the def2-TZVPD basis set", "elements": ["C", "C", "C", "O", "O", "C", "C", "C", "C", "C", "O", "C", "O", "H", "H", "H", "H", "H", "H", "H", "H", "H", "H", "H", "H", "H", "H", "Zn"], "xyz": [[0.41, 0.77, -3.02], [-0.54, 2.00, -2.87], [-1.22, 2.02, -1.52], [-2.41, 2.00, -1.45], [-0.43, 2.13, -0.42], [0.09, 0.88, 0.06], [-0.16, 0.75, 1.55], [0.60, -0.44, 2.14], [0.82, -1.72, 1.33], [-0.28, -2.64, 1.84], [-0.25, -2.38, 3.26], [-0.17, -1.06, 3.38], [-0.61, -0.42, 4.27], [-0.18, -0.10, -2.65], [0.68, 0.62, -4.08], [1.31, 0.88, -2.39], [-1.31, 1.92, -3.63], [0.05, 2.89, -3.06], [1.16, 0.82, -0.14], [-0.43, 0.06, -0.43], [0.13, 1.66, 2.06], [-1.23, 0.63, 1.71], [1.56, -0.13, 2.56], [1.78, -2.18, 1.53], [0.71, -1.68, 0.23], [-1.25, -2.30, 1.47], [-0.18, -3.69, 1.62], [1.35, -1.29, -3.33]], "mulliken_charge": [-0.85, -0.43, 0.44, -0.41, -0.33, -0.37, -1.16, 0.46, -0.43, -0.47, -0.29, 0.24, -0.34, 0.34, 0.43, 0.49, 0.40, 0.36, 0.35, 0.49, 0.40, 0.39, 0.38, 0.40, -0.05, 0.30, 0.37, 0.87], "charge": 2, "gap_ev": 2.24, "fmax_ha_per_bohr": 0.0290, "spin_multiplicity": 1, "lumo_energy_ev": -13.943, "homo_energy_ev": -16.184}